# 1
C5H12N2O2 as an isolated structure. Source: the OMol25 dataset; level of theory: wB97M-V/def2-TZVPD.

Values from the calculation:
E_tot = -457.5154 Eh
multiplicity = 1
total charge = 0
E_HOMO = -8.719 eV

CARTESIAN COORDINATES (ANGSTROEM)
C: -0.5940 0.7850 -0.1734
C: -0.0040 -2.6022 0.6654
C: -1.4725 0.8868 -1.3669
C: -1.1442 1.3355 1.0957
N: 1.3303 1.0750 -0.0736
C: 0.3796 -0.3523 -0.2602
N: 2.6854 0.6929 -0.2503
O: -0.1939 -1.2111 0.8092
O: 0.8320 -0.9302 -1.2609
H: 1.3704 1.6288 0.7809
H: 2.7443 -0.3277 -0.1709
H: 3.0100 0.9438 -1.1796
H: -0.9104 -3.1488 0.3902
H: 0.3091 -3.1098 1.5829
H: 0.7378 -2.9020 -0.0818
H: -0.4232 1.8005 1.7625
H: -2.1500 0.0265 -1.3397
H: -2.0555 1.8062 -1.3834
H: -0.8916 0.7799 -2.2833
H: -1.8784 2.1318 0.9398
H: -1.6813 0.6911 1.7976

=====

# 2
C5H12N2O3 as an isolated structure. Source: the OMol25 dataset; level of theory: wB97M-V/def2-TZVPD.

Values from the calculation:
E_tot = -532.8407 Eh
multiplicity = 1
total charge = 0
E_HOMO = -7.328 eV

CARTESIAN COORDINATES (ANGSTROEM)
C: 0.7683 0.5608 -0.1298
C: 0.5302 -0.8115 -0.4569
C: -1.2286 1.0643 -0.1533
C: -2.2673 0.3816 -1.0032
C: 2.5526 -1.0141 -0.6548
N: 1.1678 0.8741 1.2056
N: 0.0420 -1.7019 0.4886
O: 3.2509 -0.9395 0.5062
O: -1.5396 0.9199 1.2420
O: 3.0402 -1.4292 -1.6752
H: 2.6859 -0.4597 1.1489
H: -2.4346 1.2510 1.4226
H: 1.1949 1.1711 -0.9154
H: 0.2708 -1.0225 -1.4883
H: -1.1482 2.1300 -0.3904
H: 1.1286 1.8803 1.3486
H: 0.4908 0.4828 1.8647
H: -0.5903 -1.3414 1.1918
H: -0.2456 -2.5959 0.1141
H: -2.3584 -0.6831 -0.7630
H: -2.0352 0.4846 -2.0661
H: -3.2750 0.7982 -0.8369

=====

# 3
The molecule C5H12N2O3. Source: the OMol25 dataset; level of theory: wB97M-V/def2-TZVPD.

Values from the calculation:
E_tot = -532.8849 Eh
SMILES = C[C@@](O)(C(N)=O)[C@@H](N)CO
multiplicity = 1
total charge = 0
E_HOMO = -9.429 eV

CARTESIAN COORDINATES (ANGSTROEM)
C: -1.8686 1.0975 -0.0974
C: -0.7155 0.2555 0.4523
O: -0.4970 0.5822 1.8030
C: -1.1613 -1.2079 0.4272
N: -1.2522 -1.9803 -0.6436
O: -0.9404 -1.9776 1.4190
C: 0.5700 0.4575 -0.3999
N: 0.9818 1.8519 -0.3665
C: 1.7149 -0.4135 0.0963
O: 2.8904 -0.0333 -0.5928
H: -1.7248 2.1381 0.2191
H: -1.9206 1.0503 -1.1933
H: -2.8263 0.7591 0.3186
H: -0.3142 -0.2453 2.2725
H: -1.4710 -1.4735 -1.4937
H: -1.0886 -2.9659 0.1412
H: 0.3310 0.1198 -1.4262
H: 1.9383 1.9256 -0.7011
H: 0.4160 2.4214 -0.9878
H: 1.8361 -0.2734 1.1821
H: 1.4896 -1.4765 -0.0916
H: 3.6126 -0.6120 -0.3377

=====

# 4
The molecule C5H12N2OS. Source: the OMol25 dataset; level of theory: wB97M-V/def2-TZVPD.

Values from the calculation:
E_tot = -780.4127 Eh
multiplicity = 1
total charge = 0
E_HOMO (alpha / beta) = -8.379 / -8.111 eV

CARTESIAN COORDINATES (ANGSTROEM)
C: -2.0701 1.8512 0.4090
C: 0.9179 -1.0405 0.9606
C: -0.6407 -0.8258 0.8596
C: 2.5402 0.6565 0.3261
C: -0.9469 -1.0849 -1.5855
N: 1.6238 0.1145 1.2203
N: -1.0626 -0.3347 -0.4091
O: -0.9672 1.9208 -1.8383
S: -0.7591 1.3339 -0.4634
H: -2.2564 2.9290 0.2861
H: -2.0963 1.3365 1.3859
H: 0.9709 -1.7188 1.9086
H: 1.1580 -1.5499 -0.0176
H: -1.0329 -1.8219 0.7845
H: -1.0724 -0.2215 1.6765
H: 3.6285 0.6455 0.6884
H: 2.5533 0.2912 -0.7395
H: 2.3660 1.7045 0.2223
H: -1.3618 -0.4995 -2.3878
H: 0.0232 -1.6778 -1.9280
H: -1.5155 -2.0083 -1.3587

=====

# 5
An isolated ion of composition C5H12N3 and charge +1. Source: the OMol25 dataset; level of theory: wB97M-V/def2-TZVPD.

Values from the calculation:
E_tot = -361.6265 Eh
SMILES = [H]/N=N/C(=C)[N@@H+](C)CC
multiplicity = 1
total charge = +1
E_HOMO = -13.376 eV

CARTESIAN COORDINATES (ANGSTROEM)
H: 3.4934 1.2385 0.7500
N: 2.8391 0.7114 0.1644
N: 1.7728 0.5091 0.6760
C: 0.7736 -0.4219 -0.4862
C: 1.2065 -0.7620 -1.6672
N: -0.5030 -0.6258 0.1555
C: -0.3383 -1.4910 1.3449
C: -1.1215 0.6860 0.5185
C: -1.5608 1.4497 -0.7153
H: 0.6169 -1.3038 -2.3923
H: 2.2123 -0.4988 -1.9534
H: -1.1318 -1.0938 -0.5127
H: -1.2857 -1.5861 1.8740
H: 0.0080 -2.4803 1.0485
H: 0.4006 -1.0405 2.0054
H: -1.9768 0.4916 1.1659
H: -0.3747 1.2511 1.0775
H: -2.3474 0.9229 -1.2503
H: -1.9565 2.4155 -0.4128
H: -0.7268 1.6283 -1.3904

=====

# 6
An isolated ion of composition C5H12N3 and charge +1. Source: the OMol25 dataset; level of theory: wB97M-V/def2-TZVPD.

Values from the calculation:
E_tot = -361.5398 Eh
multiplicity = 1
total charge = +1
E_HOMO (alpha / beta) = -12.350 / -12.349 eV

CARTESIAN COORDINATES (ANGSTROEM)
C: 1.5570 0.7030 0.1763
C: -0.7471 0.7919 0.3010
C: 0.7438 -1.4077 -2.1182
C: -1.2141 -1.7386 -0.0088
C: 0.3705 2.1260 1.8709
N: 0.3058 -0.3208 -1.3368
N: -0.7328 -0.4174 -0.5963
N: 0.5492 1.1233 0.8074
H: 2.6620 0.8452 0.4502
H: -1.2377 1.6515 -0.2759
H: -1.5521 0.7467 0.9994
H: 1.4570 -0.9406 -2.7444
H: 1.1986 -2.1883 -1.5942
H: -0.0656 -1.7865 -2.7461
H: -0.5865 -2.1370 0.7262
H: -2.1126 -1.5744 0.6002
H: -1.4078 -2.4272 -0.7535
H: -0.3309 2.7212 1.3146
H: 1.2352 2.6670 2.2322
H: -0.0918 1.5626 2.6959

=====

# 7
A 2-piece molecular cluster, C5H12N3 overall. Source: the OMol25 dataset; level of theory: wB97M-V/def2-TZVPD.

Values from the calculation:
E_tot = -361.5815 Eh
multiplicity = 1
total charge = +1
E_HOMO = -12.112 eV

CARTESIAN COORDINATES (ANGSTROEM)
C: 0.1230 -1.4884 2.3808
C: -1.8749 -0.1530 1.2691
C: 1.7482 -0.1152 0.5380
C: 0.1289 1.6010 -3.5371
C: -0.3853 -0.5354 1.3562
N: -0.4548 1.0171 -2.4997
N: 0.4269 0.0659 0.6499
N: -1.0360 0.5000 -1.6758
H: -0.6879 -1.7087 3.0316
H: 0.5490 -2.4488 1.9498
H: 1.0952 -1.0278 2.7608
H: -2.1197 0.8712 1.6288
H: -2.3776 -0.9163 1.7942
H: -2.1631 -0.4172 0.1922
H: 1.9497 -1.0276 0.1600
H: 2.2309 0.5298 -0.0967
H: 2.2588 -0.1095 1.5076
H: 0.8218 1.0356 -4.1948
H: 0.5404 2.4570 -3.0201
H: -0.7736 1.8703 -4.1948

=====

# 8
C5H12N3 as an isolated structure. Source: the OMol25 dataset; level of theory: wB97M-V/def2-TZVPD.

Values from the calculation:
E_tot = -361.5728 Eh
multiplicity = 1
total charge = +1
E_HOMO = -12.575 eV

CARTESIAN COORDINATES (ANGSTROEM)
C: -1.2520 0.7599 -0.7869
C: -1.1159 -0.1556 -1.7861
C: 1.3523 -0.7179 0.4820
C: 0.0094 0.2482 2.2144
C: 0.3761 1.4549 0.0906
N: -0.7121 -2.0465 -3.2545
N: -0.8810 -0.9719 -2.6309
N: 0.7973 0.5003 0.9462
H: -1.9640 1.6484 -0.9257
H: -1.6216 0.3643 0.2188
H: 2.2495 -0.4157 -0.1607
H: 1.6264 -1.2764 1.4423
H: 0.7136 -1.2923 -0.1372
H: -0.8497 -0.4539 1.8972
H: 0.6796 -0.1435 2.8427
H: -0.3598 1.1177 2.7227
H: -0.1690 2.2925 0.5195
H: 0.9490 1.7138 -0.8077
H: 0.1508 -2.3568 -3.6395
H: -1.5475 -2.5741 -3.4063

=====

# 9
An isolated ion of composition C5H12N3 and charge +1. Source: the OMol25 dataset; level of theory: wB97M-V/def2-TZVPD.

Values from the calculation:
E_tot = -361.5997 Eh
multiplicity = 1
total charge = +1
E_HOMO = -11.785 eV

CARTESIAN COORDINATES (ANGSTROEM)
C: 0.3176 1.3014 -0.5248
C: 1.3066 0.7279 0.2428
C: -1.0858 -1.2562 -0.0121
C: 0.0974 -1.8067 -0.7433
C: -2.9540 -0.0058 0.1519
N: -1.0164 1.0820 -0.5536
N: -1.5361 -0.0282 -0.1326
N: 2.6313 1.4582 0.4673
H: 0.3888 2.2530 -1.1533
H: 1.1872 -0.0483 0.8565
H: -1.7390 -2.0069 0.4412
H: 1.1047 -1.5958 -0.3132
H: 0.0833 -1.3949 -1.7804
H: 0.0569 -2.8378 -0.6144
H: -3.3652 -0.9705 0.5853
H: -3.2692 0.8893 0.7833
H: -3.6372 0.0785 -0.7060
H: 3.4074 0.8322 0.4898
H: 2.7052 2.0495 1.3815
H: 2.8626 2.0751 -0.3170

=====

# 10
A 2-piece molecular cluster, C5H12N3 overall. Source: the OMol25 dataset; level of theory: wB97M-V/def2-TZVPD.

Values from the calculation:
E_tot = -361.5753 Eh
multiplicity = 3
total charge = +1
E_HOMO (alpha / beta) = -9.585 / -13.438 eV

CARTESIAN COORDINATES (ANGSTROEM)
C: 0.0865 -0.8380 -0.9175
C: 2.0353 -0.0972 -0.0268
C: 3.3427 0.0682 0.6563
C: 1.0224 0.8337 0.0641
C: -1.3709 1.1231 -0.6228
N: 1.3590 -1.2251 -0.5817
N: -0.1383 0.3991 -0.4805
N: -3.5636 -0.6281 0.4918
H: -0.6118 -1.4640 -1.5249
H: 3.8549 0.7594 0.0554
H: 3.8761 -0.7984 0.6397
H: 3.2472 0.3827 1.6375
H: 0.9718 1.7800 0.4331
H: 1.7990 -2.1417 -0.5773
H: -2.8097 -0.5081 1.1454
H: -1.3145 1.9961 -1.3673
H: -2.0025 0.2881 -0.8879
H: -1.5574 1.5426 0.4087
H: -4.2859 0.0594 0.7404
H: -3.9403 -1.5319 0.7145

=====

# 11
An isolated ion of composition C5H12N4O and charge +2. Source: the OMol25 dataset; level of theory: wB97M-V/def2-TZVPD.

Values from the calculation:
E_tot = -491.2782 Eh
SMILES = CO/C=[NH+]/C(N)=C\C=N\[NH3+]
multiplicity = 1
total charge = +2
E_HOMO = -16.442 eV

CARTESIAN COORDINATES (ANGSTROEM)
C: 2.4983 -2.0447 -0.8006
O: 1.5406 -1.4241 0.1221
C: 0.2936 -1.2656 -0.2307
N: -0.6956 -1.2005 0.6140
C: -1.9755 -0.7449 0.2184
N: -2.9370 -1.6323 0.1407
C: -2.1134 0.6083 -0.0502
C: -1.1735 1.5729 0.2519
N: 0.0616 1.2778 0.2593
N: 0.8876 2.4073 0.5864
H: 1.9837 -2.5066 -1.6377
H: 3.1020 -2.8595 -0.3026
H: 3.0755 -1.1547 -1.2076
H: 0.0211 -1.2681 -1.3040
H: -0.3487 -1.1697 1.5736
H: -3.9118 -1.4506 0.0065
H: -2.7826 -2.6431 0.3025
H: -3.0990 0.9360 -0.1366
H: -1.4587 2.6034 0.5332
H: 0.3032 3.2638 0.7592
H: 1.6103 2.4617 -0.2689
H: 1.3166 2.2182 1.4989

=====

# 12
A 3-piece molecular cluster, C5H12N5O2 overall. Source: the OMol25 dataset; level of theory: wB97M-V/def2-TZVPD.

Values from the calculation:
E_tot = -621.5746 Eh
multiplicity = 3
total charge = +1
E_HOMO (alpha / beta) = -11.466 / -12.642 eV

CARTESIAN COORDINATES (ANGSTROEM)
C: 1.3885 -1.1024 2.5506
C: 0.1806 -0.4126 -0.7027
C: -1.3875 4.6403 -2.2815
C: -0.3813 1.6018 1.0715
C: -1.7518 -1.8135 -0.9398
N: 1.3507 -0.0826 -1.2362
N: 0.6748 -0.0638 2.3099
N: -0.2414 0.2357 1.4580
N: 1.6499 -2.1871 1.8296
N: -0.4447 -1.3625 -1.3010
O: -1.9219 4.4421 -1.2894
O: -0.9323 4.7864 -3.3201
H: 1.8621 -1.1646 3.4398
H: 0.5078 1.9199 0.4429
H: -1.3318 1.7911 0.5533
H: -0.3492 2.2005 2.0017
H: -1.6412 -2.9294 -0.8586
H: -2.4436 -1.7218 -1.6701
H: -2.2089 -1.5857 0.0550
H: 2.0539 0.5779 -1.0313
H: 1.5428 -0.6933 -2.0912
H: 2.4540 -2.7777 2.0740
H: 1.3292 -2.2155 0.8324
H: 0.0411 -2.0831 -1.8967

=====

- Among the records above, which one has the lowest E_tot?
  C5H12N2OS